Density functional theory data (ωB97M-V/def2-TZVPD) for a single C5H10O2 molecule.

```
17
Properties=species:S:1:pos:R:3:forces:R:3
O -0.039 -1.093 -1.919 0.006 0.140 -0.181
C -0.613 -1.014 -0.615 -0.100 0.001 0.307
C 0.486 -1.364 0.412 0.008 -0.064 0.002
C 0.983 -0.018 0.989 0.017 0.059 0.053
C 0.316 1.065 0.137 0.099 -0.319 -0.149
O 0.180 2.252 0.890 -0.133 0.237 -0.010
C -1.012 0.415 -0.253 -0.068 0.043 -0.023
H -0.207 -0.270 -2.391 -0.066 -0.121 0.003
H -1.465 -1.704 -0.563 0.161 0.079 -0.056
H 0.097 -2.015 1.202 0.051 0.096 -0.113
H 1.272 -1.910 -0.116 -0.098 0.043 0.120
H 2.072 0.074 1.008 -0.178 -0.020 -0.029
H 0.623 0.124 2.014 0.060 -0.033 -0.111
H 0.916 1.253 -0.768 -0.072 0.019 0.152
H -0.395 2.854 0.403 0.132 -0.003 0.081
H -1.663 0.421 0.631 0.089 -0.077 -0.109
H -1.551 0.929 -1.061 0.093 -0.078 0.064
```
Forces are in eV/Å.

Summary:
LUMO level: 0.812 eV
SMILES: O[C@H]1CC[C@H](O)C1
Kohn-Sham gap: 10.827 eV
ΔE to the lowest compared entry with this formula, charge and spin: 1.138 eV
spin multiplicity: 1
HOMO energy: -10.016 eV

Density functional theory data (ωB97M-V/def2-TZVPD) for 2 unconnected molecules or ions with the total composition C5H10O2.

```
17
Properties=species:S:1:pos:R:3:forces:R:3
C -0.757 1.335 2.135 -0.071 0.233 0.296
O -0.448 0.448 1.097 0.011 0.074 0.037
C 0.651 0.900 0.296 0.214 0.182 0.077
C 0.825 -0.114 -0.753 -0.479 -0.025 0.272
C -0.119 -0.954 -1.087 0.422 0.054 0.590
O -1.410 -1.201 -0.899 0.053 0.050 0.174
C 1.158 -1.609 -0.872 0.101 -0.500 -0.005
H 0.104 1.453 2.808 -0.142 0.048 -0.010
H -1.597 0.912 2.692 0.114 0.109 -0.039
H -1.039 2.323 1.740 0.019 -0.089 0.114
H 0.388 1.877 -0.140 0.140 -0.093 0.083
H 1.547 1.023 0.915 -0.070 0.045 0.069
H -1.647 -0.536 -0.224 -0.287 -0.084 -0.161
H 1.826 -1.950 -1.665 -0.197 0.112 0.020
H 1.130 -2.258 0.008 0.404 -0.040 0.059
H -0.259 -0.464 -2.948 -0.081 -0.133 -0.777
H -0.354 -1.185 -3.100 -0.150 0.059 -0.799
```
Forces are in eV/Å.

Summary:
LUMO level: 0.870 eV
SMILES: COCC1=C(O)C1.[H][H]
Kohn-Sham gap: 9.449 eV
ΔE to the lowest compared entry with this formula, charge and spin: 6.062 eV
spin multiplicity: 1
HOMO energy: -8.578 eV

Density functional theory data (ωB97M-V/def2-TZVPD) for 2 unconnected molecules or ions with the total composition C5H10O2 at a distorted geometry.

```
17
Properties=species:S:1:pos:R:3:forces:R:3
C -0.528 -0.479 -0.859 -0.241 -1.304 -0.222
C 0.318 -0.943 0.285 -0.908 0.056 0.140
C 0.448 1.544 -0.591 1.219 0.465 2.020
C 0.621 0.278 1.060 0.106 1.753 -2.039
C -0.598 -1.772 1.057 0.020 -0.740 -0.104
O -0.498 -1.031 -2.096 0.095 -0.027 0.247
O -0.623 2.425 -0.364 -0.041 -0.153 -0.018
H 0.289 -1.584 -2.192 -0.024 0.108 0.013
H -0.580 2.745 0.542 0.041 -0.018 -0.090
H -1.473 0.026 -0.694 0.146 0.033 0.238
H 1.218 -1.459 -0.061 -0.070 0.010 -0.001
H 1.415 1.975 -0.315 -0.067 0.360 -0.167
H 0.509 1.374 -1.667 -0.167 -0.495 0.153
H 1.589 0.355 1.548 -0.009 0.057 -0.009
H -0.197 0.704 1.635 -0.061 -0.182 -0.029
H -1.471 -1.325 1.509 0.115 0.124 0.017
H -0.439 -2.832 1.204 -0.153 -0.048 -0.150
```
Forces are in eV/Å.

Summary:
LUMO level (alpha / beta): 0.753 / 0.767 eV
Kohn-Sham gap (alpha / beta): 7.381 / 8.065 eV
ΔE to the lowest compared entry with this formula, charge and spin: 7.386 eV
spin multiplicity: 1
HOMO energy (alpha / beta): -6.628 / -7.298 eV

Density functional theory data (ωB97M-V/def2-TZVPD) for a single C5H10O2 molecule at a distorted geometry.

```
17
Properties=species:S:1:pos:R:3:forces:R:3
C -0.562 -1.045 -1.612 0.636 0.306 -0.211
O -1.067 -1.035 -0.301 0.252 -0.027 0.187
C -1.426 0.255 0.155 -0.328 0.271 0.133
C -0.350 1.347 0.344 -0.142 0.069 -0.281
C 0.904 0.934 1.073 0.370 -0.245 0.141
C 1.481 -0.242 0.830 -0.799 0.243 0.182
O 2.463 -0.865 1.543 0.233 0.049 -0.386
H 0.535 -0.710 -1.624 -1.445 -0.391 -0.414
H -1.175 -0.378 -2.239 0.346 -0.079 -0.073
H -0.659 -2.069 -2.002 0.214 0.346 0.175
H -2.167 0.638 -0.555 -0.154 0.205 0.101
H -1.917 0.111 1.119 0.031 -0.227 -0.091
H -0.865 2.129 0.923 0.157 -0.218 -0.022
H -0.159 1.845 -0.612 0.262 -0.188 -0.073
H 1.291 1.604 1.824 0.065 0.018 0.257
H 1.030 -0.816 0.049 0.260 -0.548 0.009
H 2.645 -1.702 1.085 0.043 0.416 0.366
```
Forces are in eV/Å.

Summary:
LUMO level: 0.803 eV
SMILES: COCC/C=C/O
Kohn-Sham gap: 9.386 eV
ΔE to the lowest compared entry with this formula, charge and spin: 2.735 eV
spin multiplicity: 1
HOMO energy: -8.583 eV

Density functional theory data (ωB97M-V/def2-TZVPD) for 3 unconnected molecules or ions with the total composition C5H10O2 at a distorted geometry.

```
17
Properties=species:S:1:pos:R:3:forces:R:3
C -0.608 -0.250 0.329 1.415 -0.210 -0.363
C 3.669 -0.893 -1.307 -1.739 -3.305 -2.755
C 2.445 -1.165 -1.923 1.645 2.860 4.832
O -3.400 1.254 0.181 -0.764 1.513 0.901
C 1.103 -0.942 -1.505 0.035 0.306 -1.814
C 0.774 -0.589 -0.188 -1.696 -2.470 -0.472
H -0.757 0.826 0.675 -0.253 -0.843 0.014
H -1.397 -0.613 -0.330 0.140 0.805 -0.510
H -0.766 -0.869 1.226 0.450 0.529 0.346
H 4.644 -1.400 -1.578 -1.471 0.442 0.294
H 3.621 -0.479 -0.307 0.063 1.440 -0.444
H -4.018 2.010 -0.013 1.021 -1.289 0.328
H 0.321 -0.758 -2.241 0.348 0.122 -0.159
H 1.571 -0.911 0.432 0.586 0.584 1.408
H -2.065 1.962 3.045 -0.249 -0.226 -0.603
H -3.011 1.439 1.236 -0.151 -0.272 -1.527
O -2.126 1.380 2.268 0.620 0.016 0.525
```
Forces are in eV/Å.

Summary:
LUMO level: -4.525 eV
Kohn-Sham gap: 2.876 eV
ΔE to the lowest compared entry with this formula, charge and spin: 9.937 eV
spin multiplicity: 1
HOMO energy: -7.401 eV

Density functional theory data (ωB97M-V/def2-TZVPD) for 2 unconnected molecules or ions with the total composition C5H10O2 at a distorted geometry.

```
17
Properties=species:S:1:pos:R:3:forces:R:3
O 0.787 -1.281 2.049 -0.058 -0.214 0.197
C -0.254 -0.561 1.413 -0.304 0.229 -0.205
C 0.388 0.393 0.428 0.027 -0.061 0.116
C 1.162 -0.303 -0.709 0.003 -0.150 -0.054
C 1.090 0.745 -1.768 0.993 -0.681 -0.127
O 0.050 1.494 -1.542 -0.869 0.912 -0.416
C -0.563 1.238 -0.378 0.124 0.014 0.516
H 0.386 -1.929 2.640 0.130 0.086 -0.063
H -0.937 -1.233 0.871 0.141 0.077 0.089
H -0.852 0.007 2.144 0.116 -0.110 -0.088
H 1.090 1.045 0.990 -0.137 -0.067 -0.115
H 2.167 -0.630 -0.433 -0.185 0.064 -0.071
H 0.581 -1.191 -1.040 0.126 0.128 0.093
H -3.318 -0.689 -1.042 0.059 0.036 0.023
H 1.492 0.771 -2.772 -0.063 -0.062 0.144
H -2.712 -0.279 -0.889 -0.102 -0.063 -0.040
H -1.142 2.079 -0.016 -0.002 -0.138 0.001
```
Forces are in eV/Å.

Summary:
LUMO level (alpha / beta): 0.872 / 0.919 eV
Kohn-Sham gap (alpha / beta): 7.971 / 8.331 eV
ΔE to the lowest compared entry with this formula, charge and spin: 5.214 eV
spin multiplicity: 1
HOMO energy (alpha / beta): -7.100 / -7.412 eV